1.
Molecular formula: C15H21IN2NiO
Method: DFT, ωB97M-V/def2-TZVPD

Geometry as XYZ:
```
41
Properties=species:S:1:pos:R:3:forces:R:3:lowdin_charge:R:1
C 1.933 2.449 0.346 2.030 0.665 -0.372 -0.23
C 2.512 1.183 -0.367 1.267 0.573 -0.686 -0.17
H 1.075 2.928 -0.154 0.060 -0.018 0.242 0.04
H 2.739 3.190 0.225 -0.451 0.035 0.220 0.09
H 1.811 2.329 1.430 -0.385 -0.020 -0.412 0.04
H 1.852 0.698 -1.107 0.490 0.150 0.423 0.05
H 3.366 1.533 -0.972 -0.289 -0.243 0.135 0.08
H 2.919 0.460 0.352 -0.445 0.151 -0.202 0.07
C -2.551 1.567 -0.993 -0.160 -0.057 0.114 -0.17
C -3.766 1.311 -1.620 0.134 -0.539 -0.395 -0.03
C -3.883 0.146 -2.386 0.278 0.229 0.240 -0.04
C -2.786 -0.709 -2.475 0.543 0.029 0.266 0.00
H -2.430 2.449 -0.360 0.059 -0.306 -0.264 -0.03
H -4.595 2.005 -1.495 0.222 -0.159 -0.068 0.11
H -4.809 -0.109 -2.900 0.210 0.115 0.143 0.11
H -2.826 -1.634 -3.049 -0.223 0.355 0.136 0.10
N -1.507 0.729 -1.040 0.245 -0.534 -0.323 0.06
C -1.600 -0.413 -1.778 -1.248 1.133 0.045 -0.18
C -0.473 -1.352 -1.729 1.591 -1.063 0.140 -0.19
N 0.556 -1.009 -0.926 -0.753 -0.505 0.262 0.06
C 1.499 -1.910 -0.601 -0.359 0.084 -0.769 -0.09
C 0.575 -3.496 -2.152 0.134 0.358 0.196 -0.05
C 1.567 -3.161 -1.221 -0.345 0.306 0.035 -0.03
H 2.211 -1.608 0.167 -0.234 0.027 -0.254 0.11
H 2.389 -3.829 -0.963 -0.355 0.059 -0.118 0.11
C -0.458 -2.592 -2.403 -0.073 0.391 0.329 0.00
H -1.266 -2.823 -3.095 0.324 -0.178 0.184 0.10
H 0.595 -4.459 -2.660 -0.005 0.251 0.091 0.11
Ni 0.246 1.030 0.220 -2.069 -1.959 2.087 0.41
I -1.151 2.705 1.945 0.023 0.258 -0.413 0.30
C -0.892 -1.460 2.790 0.207 -0.260 0.125 -0.06
C 0.174 -0.376 2.889 -1.167 1.437 1.006 -0.69
C 1.153 -0.561 4.042 -0.061 -0.220 -0.049 -0.06
O 0.853 -0.180 1.731 0.621 0.486 -2.693 -0.30
H -0.445 -2.401 2.444 -0.076 0.022 0.019 0.07
H -1.672 -1.157 2.084 0.080 -0.030 0.006 0.06
H -1.358 -1.631 3.767 -0.014 -0.011 -0.150 0.07
H -0.372 0.586 3.065 0.165 -0.936 0.646 -0.04
H 1.814 -1.414 3.846 -0.061 0.048 0.083 0.07
H 1.767 0.339 4.139 -0.028 -0.111 0.004 0.07
H 0.614 -0.724 4.980 0.118 -0.013 -0.009 0.07
```
Forces are in eV/Å.

Summary:
Frontier orbital gap (spin up / spin down): 6.5 / 6.4 eV
Energy relative to the best compared isomer or geometry (same formula, charge and spin): 0.0000 eV
Multiplicity: 3
E_tot: -70066.54893 eV



2.
Molecular formula: C2H2N3O2
Method: DFT, ωB97M-V/def2-TZVPD

Geometry as XYZ:
```
9
Properties=species:S:1:pos:R:3:forces:R:3:lowdin_charge:R:1
C -0.465 0.536 0.411 -3.287 -0.698 3.087 -0.20
C 1.906 -0.579 0.300 0.940 -0.399 0.411 0.02
N 1.148 2.201 -0.365 -2.161 -3.077 2.107 0.46
N 0.519 1.382 0.084 3.469 5.072 -3.371 0.03
N -0.785 -0.304 -0.484 -1.673 -0.736 -0.342 0.08
O 2.558 -1.377 -0.122 0.410 -0.625 -0.275 0.16
O -1.941 -0.994 -0.225 1.647 -0.561 -1.999 0.05
H -0.910 0.762 1.446 0.444 -0.554 -1.669 0.21
H -2.029 -1.629 -1.043 0.212 1.579 2.051 0.20
```
Forces are in eV/Å.

Summary:
Frontier orbital gap: 9.4 eV
Energy relative to the best compared isomer or geometry (same formula, charge and spin): 0.6513 eV
Charge: +1
E_tot: -10659.36275 eV



3.
Molecular formula: C11H11NOS
Method: DFT, ωB97M-V/def2-TZVPD

Geometry as XYZ:
```
25
Properties=species:S:1:pos:R:3:forces:R:3:lowdin_charge:R:1
C -2.176 -1.059 0.042 -0.006 1.939 -0.114 -0.26
C -0.780 2.167 -1.718 0.400 0.612 -0.077 -0.58
C -1.762 1.450 0.338 -0.422 -0.847 -0.419 -0.49
C -0.625 2.967 -2.781 -0.080 0.646 3.157 0.00
C 2.430 -2.535 2.139 2.262 0.888 2.555 0.01
C 1.950 -1.378 1.754 0.342 2.832 -0.002 -0.16
C 0.130 -0.227 0.881 -2.663 1.607 -1.311 0.08
C 0.932 -1.242 0.652 1.993 0.972 0.769 -0.36
C -0.917 2.550 -0.253 -4.118 1.247 -2.026 -0.09
C -1.440 0.114 -0.204 6.060 -0.377 0.289 -0.49
C 0.946 -2.234 -0.421 -1.046 -1.592 -0.528 -0.06
N -2.880 -1.854 0.429 -1.365 -2.236 0.557 0.21
O -2.722 1.552 1.018 -1.243 1.151 1.599 0.16
S -0.924 0.431 -1.924 -0.165 -0.763 0.014 1.03
H -0.581 2.553 -3.709 0.098 -0.977 -2.585 0.02
H -0.521 4.042 -2.686 -0.030 -0.127 0.100 0.07
H 3.112 -2.691 3.054 -1.122 0.417 -1.736 0.10
H 2.369 -3.276 1.431 -0.622 -2.422 -0.925 0.02
H 2.304 -0.354 2.165 -0.975 -1.957 -0.026 0.13
H 0.317 0.479 1.734 -0.725 -0.722 -0.920 0.12
H -0.049 2.768 0.251 2.152 0.335 1.136 0.10
H -1.643 3.445 -0.234 1.412 -1.017 0.237 0.17
H 1.937 -2.567 -0.877 -1.370 0.657 0.904 0.13
H 0.180 -2.050 -1.175 0.495 0.476 -0.393 0.05
H 0.413 -3.051 0.091 0.739 -0.743 -0.254 0.10
```
Forces are in eV/Å.

Summary:
Frontier orbital gap: 9.1 eV
Energy relative to the best compared isomer or geometry (same formula, charge and spin): 4.6152 eV
E_tot: -25953.21147 eV



4.
Molecular formula: C37H37Cl3HfO2P2
Method: DFT, ωB97M-V/def2-TZVPD

Geometry as XYZ:
```
82
Properties=species:S:1:pos:R:3:forces:R:3:lowdin_charge:R:1
Hf 0.516 -0.826 -1.433 2.600 -0.521 -1.308 1.46
C -3.435 1.464 -1.718 -0.014 1.470 0.108 -0.12
C -2.687 2.305 -0.976 -1.343 0.720 -0.871 -0.13
C -2.963 2.787 0.416 0.044 -0.126 0.453 -0.17
C -3.608 1.745 1.346 -0.276 0.693 0.135 -0.16
C -2.928 0.411 1.229 -0.488 -0.336 0.645 -0.11
C -3.337 -0.613 0.476 -0.674 -0.102 0.946 -0.13
C -4.451 -0.589 -0.518 -0.415 -0.115 -0.319 -0.16
C -4.671 0.750 -1.274 -0.848 -0.485 -0.101 -0.17
C 2.628 -1.654 0.877 0.673 0.560 -0.635 -0.17
H -3.235 1.332 -2.792 0.299 0.177 0.625 0.13
H -1.887 2.879 -1.446 -0.293 -0.304 -0.124 0.10
H -3.555 3.716 0.398 0.125 -0.238 -0.046 0.13
H -1.999 3.064 0.872 -0.129 0.098 -0.087 0.08
H -3.524 2.127 2.382 0.106 -0.313 -0.359 0.12
H -4.697 1.676 1.187 0.543 -0.142 -0.105 0.12
H -2.119 0.255 1.944 -0.601 -0.115 -0.182 0.06
H -3.024 -1.619 0.749 0.331 0.481 -0.534 0.05
H -5.408 -0.890 -0.034 0.528 0.211 -0.174 0.14
H -4.262 -1.396 -1.248 -0.020 0.271 0.112 0.11
H -5.237 0.480 -2.179 0.081 0.181 0.273 0.12
H -5.342 1.406 -0.704 0.320 -0.163 -0.119 0.11
H 2.564 -1.892 -0.192 -0.041 0.187 0.072 0.03
H 3.136 -2.503 1.356 -0.001 0.278 -0.097 0.10
H 3.194 -0.731 1.009 0.254 -0.205 -0.100 0.08
P 0.871 1.488 -0.367 0.938 -0.541 -1.270 1.01
P 1.119 -1.537 1.791 0.209 -2.179 0.929 0.95
C 0.168 1.131 1.211 -0.376 -0.132 2.152 -0.27
C 0.161 -0.060 1.913 -0.130 2.622 -1.086 -0.25
C 1.756 3.066 -0.450 0.584 0.617 0.178 -0.35
C 1.244 4.250 0.119 -0.156 -0.218 -0.289 -0.08
C 1.863 5.481 -0.121 0.079 -0.291 -0.060 -0.05
C 3.010 5.537 -0.927 -0.104 -0.226 0.081 -0.04
C 3.596 4.354 -1.403 -0.335 0.249 0.143 -0.05
C 2.987 3.127 -1.143 -0.291 -0.347 -0.098 -0.08
C -0.218 1.294 -1.888 0.515 -1.094 -0.394 -0.43
C -1.202 0.180 -2.027 0.477 -0.804 1.820 -0.41
C -1.090 -0.598 -3.223 -0.545 0.937 -1.872 -0.17
C -0.614 0.057 -4.392 -0.277 -1.742 0.925 -0.04
C -0.082 1.330 -4.316 0.348 1.866 -0.092 -0.12
C 0.145 1.961 -3.098 -0.194 0.103 -0.193 -0.05
C 1.691 -1.794 3.491 -0.300 0.410 -0.280 -0.32
C 2.521 -0.784 4.012 -0.147 -0.251 0.189 -0.08
C 3.024 -0.933 5.302 -0.235 -0.337 -0.274 -0.04
C 2.670 -2.079 6.030 0.004 -0.201 -0.046 -0.03
C 1.821 -3.067 5.515 0.072 0.082 -0.370 -0.04
C 1.324 -2.931 4.215 0.032 0.224 -0.043 -0.05
C 0.138 -2.932 1.185 -0.425 0.300 -0.125 -0.35
C 0.609 -4.039 0.433 0.043 0.135 0.058 -0.07
C -0.302 -5.026 0.040 0.190 0.237 0.124 -0.04
C -1.655 -4.890 0.368 -0.297 0.136 0.288 -0.02
C -2.122 -3.798 1.103 0.231 0.027 0.138 -0.05
C -1.219 -2.821 1.511 -0.002 -0.087 -0.161 -0.11
H -0.158 2.028 1.747 -0.697 -0.500 0.189 0.09
H -0.430 -0.060 2.844 0.605 -0.038 -0.252 0.11
H 0.338 4.195 0.722 0.106 0.206 -0.145 0.10
H 1.444 6.398 0.305 0.146 -0.417 -0.192 0.12
H 3.445 6.508 -1.178 -0.082 -0.396 0.168 0.12
H 4.513 4.400 -1.997 -0.334 -0.080 0.274 0.12
H 3.442 2.201 -1.497 -0.142 0.249 -0.050 0.10
H -1.939 -0.024 -1.235 0.058 -0.095 -0.538 0.07
H -1.645 -1.540 -3.340 0.148 0.404 0.127 0.13
H -0.665 -0.436 -5.370 0.104 0.031 0.488 0.14
H 0.179 1.839 -5.250 -0.074 -0.098 0.493 0.12
H 0.594 2.959 -3.050 -0.042 -0.353 -0.170 0.13
H 2.754 0.099 3.408 0.016 -0.241 0.282 0.12
H 3.694 -0.183 5.724 -0.232 -0.244 -0.074 0.12
H 3.094 -2.225 7.017 -0.109 0.085 -0.029 0.12
H 1.560 -3.962 6.087 0.180 0.445 -0.078 0.13
H 0.665 -3.671 3.744 0.326 0.216 0.416 0.12
H 1.664 -4.112 0.137 -0.507 -0.082 0.232 0.12
H 0.029 -5.913 -0.513 -0.049 0.496 0.180 0.13
H -2.378 -5.641 0.063 0.223 0.001 -0.028 0.13
H -3.175 -3.680 1.375 0.354 -0.251 -0.229 0.13
H -1.559 -1.910 2.012 -0.024 -0.565 0.066 0.09
Cl 5.323 -0.622 -3.837 -0.231 -0.161 0.282 0.65
C 3.658 -0.996 -4.248 -0.886 -0.385 0.723 -1.51
Cl 2.980 0.366 -5.180 0.031 -0.229 0.093 0.65
Cl 3.549 -2.490 -5.193 0.035 0.377 0.359 0.65
C 2.702 -1.087 -2.952 -0.933 1.157 0.383 -0.67
O 2.732 -0.177 -2.053 0.099 -1.470 -1.342 -0.16
O 1.708 -1.918 -2.902 1.241 0.278 -0.206 -0.17
```
Forces are in eV/Å.

Summary:
Frontier orbital gap (spin up / spin down): 4.8 / 4.8 eV
Energy relative to the best compared isomer or geometry (same formula, charge and spin): 0.0152 eV
Charge: +2
E_tot: -100495.56767 eV



- What is the formula in the first record?
  C15H21IN2NiO



- Which formula does entry 1 have?
  C15H21IN2NiO